A.
The ion C2H5N2 with charge +1, computed with ωB97M-V/def2-TZVPD.

Positions of all 9 atoms, in Å:
1 H -1.36 0.54 2.26
2 N -0.91 0.29 1.41
3 C 0.28 0.45 0.96
4 C 0.60 -0.30 -0.30
5 N -0.41 0.12 -1.06
6 H 1.15 1.17 1.08
7 H 1.46 -0.89 -0.74
8 H -0.71 0.07 -2.04
9 H -1.04 0.67 -0.49

Properties
Charge   +1
SMILES string   [H]/N=C/C=[NH2+]
Multiplicity   1

B.
The ion C2H5N2 with charge +1, computed with ωB97M-V/def2-TZVPD.

Positions of all 9 atoms, in Å:
1 C 0.46 -0.21 -0.21
2 C 0.41 -0.76 1.08
3 N -1.11 1.63 -0.99
4 N -0.14 1.15 -0.46
5 H 1.54 -0.13 -0.52
6 H 0.03 -1.01 -0.83
7 H -0.51 -0.94 1.64
8 H 1.26 -1.02 1.64
9 H -1.94 1.29 -1.34

Properties
Charge   +1
Multiplicity   1

C.
The ion C2H5N2 with charge +1, computed with ωB97M-V/def2-TZVPD.

Positions of all 9 atoms, in Å:
1 C 2.38 0.65 -0.39
2 N 1.30 0.51 -0.01
3 N 0.09 0.43 0.38
4 C -0.74 -0.66 -0.13
5 H 3.40 0.37 -0.69
6 H -0.10 0.92 1.24
7 H -1.74 -0.78 0.23
8 H -1.01 -0.74 -1.19
9 H -0.32 -1.53 0.24

Properties
Charge   +1
SMILES string   C#[N+]NC
Multiplicity   1

Top of the stability list: A, leading by 70.3 kJ/mol.

A.
A structure of composition C5H14N4, computed with ωB97M-V/def2-TZVPD.

Positions of all 23 atoms, in Å:
1 C -1.53 1.57 -0.67
2 C -2.73 0.52 1.09
3 N -1.64 0.50 0.13
4 C 0.70 1.34 1.35
5 N -0.08 0.45 1.55
6 H -0.47 2.30 -0.23
7 H -2.32 2.33 -0.67
8 H -1.07 1.39 -1.64
9 H -2.92 1.52 1.52
10 H -3.65 0.19 0.59
11 H -2.51 -0.17 1.90
12 H 0.31 2.19 0.40
13 H 1.64 1.67 1.76
14 C 2.71 -2.20 -0.61
15 C 1.58 -1.24 -0.87
16 N 0.33 -1.75 -0.63
17 N 1.85 -0.07 -1.32
18 H -0.44 -1.09 -0.48
19 H 0.27 -2.58 -0.06
20 H 1.00 0.47 -1.47
21 H 3.65 -1.76 -0.95
22 H 2.55 -3.14 -1.15
23 H 2.78 -2.43 0.45

Properties
Multiplicity   1

B.
The molecule C5H14N4, computed with ωB97M-V/def2-TZVPD.

Positions of all 23 atoms, in Å:
1 C -1.26 -0.60 -1.55
2 C -0.69 0.73 -1.18
3 N -0.61 1.62 -2.27
4 C -0.17 1.04 0.02
5 N 0.00 0.18 1.13
6 C -1.22 -0.25 1.79
7 C 1.41 -0.88 0.97
8 N 1.87 -1.18 -0.31
9 N 2.28 -0.11 1.75
10 H -0.82 -0.95 -2.48
11 H -2.34 -0.54 -1.69
12 H -1.07 -1.34 -0.77
13 H -1.41 1.59 -2.88
14 H -0.39 2.57 -2.00
15 H 0.23 2.04 0.15
16 H -1.74 -1.08 1.29
17 H -0.98 -0.58 2.81
18 H -1.93 0.57 1.87
19 H 1.05 -1.76 1.50
20 H 2.16 -0.36 -0.83
21 H 1.24 -1.74 -0.85
22 H 1.58 0.44 2.33
23 H 2.78 0.58 1.20

Properties
SMILES string   C/C(N)=C\N(C)C(N)N
Multiplicity   1

C.
The molecule C5H14N4, computed with ωB97M-V/def2-TZVPD.

Positions of all 23 atoms, in Å:
1 C 0.59 2.08 -0.41
2 C 0.61 0.89 0.22
3 C 1.80 0.46 1.04
4 N -0.77 0.39 0.69
5 N -1.94 1.19 0.55
6 C -0.88 -1.00 0.23
7 N -0.70 -1.91 1.30
8 N 0.20 -1.12 -0.79
9 C 0.01 -0.76 -2.19
10 H -0.23 2.43 -1.02
11 H 1.39 2.80 -0.26
12 H 1.50 0.07 2.02
13 H 2.48 1.30 1.22
14 H 2.36 -0.32 0.53
15 H -2.58 0.94 1.30
16 H -1.66 2.17 0.69
17 H -1.85 -1.18 -0.25
18 H -0.59 -1.59 2.25
19 H -0.46 -2.88 1.14
20 H 0.79 -1.93 -0.66
21 H -0.84 -0.08 -2.31
22 H -0.14 -1.67 -2.77
23 H 0.92 -0.27 -2.54

Properties
SMILES string   C=C(C)N(N)[C@H](N)NC
Multiplicity   1

Top of the stability list: B, leading by 146.4 kJ/mol.

A.
The molecule C2H2Cl2S2, computed with ωB97M-V/def2-TZVPD.

Positions of all 8 atoms, in Å:
1 S -1.29 0.48 1.53
2 C -0.79 0.08 -0.05
3 S -1.92 -0.49 -1.13
4 C 0.70 0.02 -0.46
5 Cl 1.69 -1.51 0.37
6 Cl 1.50 1.51 -0.46
7 H -2.86 -0.08 -0.28
8 H 0.60 -0.39 -1.53

Properties
SMILES string   S=C(S)C(Cl)Cl
Multiplicity   1

B.
The molecule C2H2Cl2S2, computed with ωB97M-V/def2-TZVPD.

Positions of all 8 atoms, in Å:
1 C 0.28 0.72 0.97
2 C -0.44 -0.63 -1.22
3 S -0.67 -0.81 1.31
4 S 0.63 0.72 -0.81
5 Cl 1.81 0.74 1.90
6 Cl 0.16 -1.88 -2.16
7 H -0.28 1.60 1.28
8 H -1.50 -0.46 -1.26

Properties
Multiplicity   1

Top of the stability list: A, leading by 74.4 kJ/mol.

A.
A structure of composition C30H30AsN4O6Tl, computed with ωB97M-V/def2-TZVPD.

Positions of all 72 atoms, in Å:
1 Tl 0.35 0.08 -0.26
2 C 2.21 -1.15 2.20
3 C 2.81 -0.22 3.01
4 C 1.80 0.65 3.52
5 C 0.59 0.25 3.02
6 C 0.81 -0.88 2.17
7 H 2.69 -1.97 1.69
8 H 3.86 -0.16 3.25
9 H 1.98 1.47 4.19
10 H -0.38 0.67 3.23
11 H 0.06 -1.62 1.94
12 O -1.32 1.30 -1.75
13 C -1.64 1.30 -2.98
14 C -2.66 2.21 -3.41
15 C -3.07 2.34 -4.70
16 C -2.49 1.56 -5.70
17 C -1.52 0.65 -5.33
18 C -1.07 0.49 -4.02
19 C -0.05 -0.50 -3.77
20 N 0.71 -0.66 -2.70
21 C 1.56 -1.69 -2.95
22 C 1.33 -2.18 -4.20
23 N 0.33 -1.41 -4.72
24 H -3.12 2.80 -2.64
25 H -3.85 3.04 -4.96
26 H -2.80 1.65 -6.73
27 H -1.08 0.05 -6.12
28 H 2.27 -1.99 -2.21
29 H 1.76 -3.00 -4.74
30 H -0.13 -1.57 -5.61
31 C -3.51 3.45 0.14
32 As -2.00 2.63 1.09
33 C -0.41 3.45 0.35
34 C -2.09 3.49 2.89
35 O -2.15 1.04 1.26
36 H -3.80 4.42 0.57
37 H -4.36 2.77 0.16
38 H -3.19 3.58 -0.89
39 H -0.51 4.53 0.37
40 H -0.32 3.11 -0.68
41 H 0.47 3.13 0.90
42 H -2.01 4.57 2.80
43 H -1.27 3.11 3.49
44 H -3.03 3.23 3.38
45 O -0.23 -4.56 -1.14
46 C -0.53 -3.36 -1.17
47 O -0.15 -2.48 -0.38
48 C -1.47 -2.95 -2.33
49 C -1.35 -3.66 -3.52
50 C -2.17 -3.37 -4.61
51 C -3.14 -2.40 -4.49
52 C -3.28 -1.71 -3.29
53 C -2.43 -1.95 -2.21
54 N -4.35 -0.78 -3.19
55 O -4.63 -0.29 -2.10
56 O -5.01 -0.54 -4.21
57 H -0.61 -4.44 -3.57
58 H -2.06 -3.93 -5.53
59 H -3.81 -2.17 -5.31
60 H -2.52 -1.37 -1.31
61 N 2.06 1.72 -0.35
62 C 2.24 2.58 -1.30
63 C 1.79 2.48 -2.65
64 C 2.04 3.46 -3.58
65 C 2.73 4.62 -3.24
66 C 3.19 4.75 -1.94
67 C 2.96 3.79 -0.99
68 H 1.22 1.60 -2.91
69 H 1.67 3.32 -4.59
70 H 2.90 5.39 -3.98
71 H 3.73 5.65 -1.66
72 H 3.33 3.91 0.02

Properties
Charge   -2
Multiplicity   1

B.
A structure of composition C30H30AsN4O6Tl, computed with ωB97M-V/def2-TZVPD.

Positions of all 72 atoms, in Å:
1 Tl -1.17 -0.49 0.43
2 C -2.17 1.57 3.72
3 C -1.78 0.36 4.39
4 C -2.09 -0.70 3.58
5 C -2.67 -0.20 2.36
6 C -2.73 1.24 2.51
7 H -2.03 2.58 4.11
8 H -1.29 0.31 5.36
9 H -1.92 -1.75 3.79
10 H -3.40 -0.76 1.78
11 H -3.14 1.92 1.77
12 O -2.52 -2.29 -0.59
13 C -2.45 -2.98 -1.65
14 C -3.65 -3.49 -2.25
15 C -3.65 -4.23 -3.40
16 C -2.46 -4.55 -4.06
17 C -1.27 -4.11 -3.50
18 C -1.23 -3.35 -2.32
19 C 0.06 -2.97 -1.77
20 N 0.33 -2.06 -0.85
21 C 1.69 -2.07 -0.63
22 C 2.27 -2.99 -1.43
23 N 1.24 -3.56 -2.15
24 H -4.58 -3.23 -1.75
25 H -4.60 -4.57 -3.82
26 H -2.45 -5.11 -4.98
27 H -0.35 -4.33 -4.02
28 H 2.13 -1.44 0.12
29 H 3.29 -3.31 -1.55
30 H 1.32 -4.31 -2.81
31 C 1.60 3.77 -1.12
32 As 2.15 1.99 -0.63
33 C 3.66 2.00 0.60
34 C 2.97 1.31 -2.26
35 O 0.90 1.04 -0.19
36 H 2.42 4.36 -1.52
37 H 1.17 4.26 -0.25
38 H 0.82 3.64 -1.87
39 H 4.58 2.16 0.04
40 H 3.67 1.02 1.08
41 H 3.53 2.77 1.36
42 H 3.76 1.98 -2.60
43 H 2.19 1.23 -3.02
44 H 3.37 0.32 -2.06
45 O 2.47 -2.25 2.68
46 C 1.49 -1.48 2.68
47 O 0.41 -1.59 2.05
48 C 1.64 -0.25 3.58
49 C 2.38 -0.38 4.75
50 C 2.55 0.69 5.62
51 C 2.03 1.93 5.29
52 C 1.33 2.07 4.10
53 C 1.10 0.99 3.25
54 N 0.92 3.40 3.72
55 O 0.75 4.24 4.58
56 O 0.69 3.61 2.55
57 H 2.82 -1.34 4.96
58 H 3.11 0.57 6.54
59 H 2.17 2.79 5.92
60 H 0.49 1.11 2.36
61 N -2.16 0.99 -0.82
62 C -1.94 1.06 -2.12
63 C -0.93 0.41 -2.90
64 C -0.83 0.55 -4.27
65 C -1.70 1.38 -4.98
66 C -2.67 2.08 -4.25
67 C -2.80 1.94 -2.89
68 H -0.23 -0.22 -2.36
69 H -0.06 0.00 -4.80
70 H -1.62 1.48 -6.06
71 H -3.35 2.74 -4.78
72 H -3.56 2.49 -2.34

Properties
Charge   -2
Multiplicity   1

Top of the stability list: B, leading by 24.9 kJ/mol.